16
Properties=species:S:1:pos:R:3 method="wB97M-V/def2-TZVPD" total_energy_ev=-24591.7901 homo_energy_ev=-2.9 total_charge=-1 gap_ev=6.39
C -1.4293 1.3552 0.0306
C -0.0355 1.0629 0.0257
C 0.5637 -0.1863 0.0586
C -1.1436 -1.8190 -0.0136
C -2.4502 0.4572 0.0383
N 0.9614 1.9972 0.0166
N 2.1054 1.4200 0.0334
N -2.1572 -1.0387 0.0320
N 1.8912 0.0640 0.0509
O -0.7888 -2.9518 -0.0669
O -3.6798 0.6246 0.0470
P 3.1766 -1.0273 0.1299
H -1.7115 2.3981 0.0279
H -3.0836 -1.4756 0.0198
H 4.0606 -0.1116 0.7129
H 3.7207 -0.7689 -1.1430



16
Properties=species:S:1:pos:R:3 method="wB97M-V/def2-TZVPD" total_energy_ev=-34928.9233 homo_energy_ev=-8.2 smiles="O=c1[nH]c(=S)[nH]c2[nH]c(=S)[nH]c12" gap_ev=8.28
O 2.7300 -0.2260 0.6198
C 1.5892 0.2278 0.5565
N 1.2550 1.2518 1.3746
C -0.0678 1.6369 1.5133
S -0.4614 2.6602 2.7192
N -1.0513 1.0064 0.7376
C -0.7270 0.0610 -0.2493
N -1.5004 -0.6642 -1.1578
C -0.6904 -1.6189 -1.7497
S -1.2162 -2.8409 -2.7190
N 0.6114 -1.3985 -1.3263
C 0.5582 -0.3771 -0.3610
H 1.9570 1.6897 1.9173
H -1.9365 1.4906 0.6784
H -2.4603 -0.8866 -1.0071
H 1.4104 -2.0122 -1.5465



15
Properties=species:S:1:pos:R:3 method="wB97M-V/def2-TZVPD" total_energy_ev=-16975.0941 homo_energy_ev=-4.6 total_charge=-1 gap_ev=8.11 e_above_lowest_kj_mol=282.09
C 1.8380 0.3143 0.0468
C 1.3639 0.3988 1.2861
C -1.4091 -1.5843 0.0723
C 0.7533 -0.2448 -0.8200
C -0.3748 -0.3588 0.1647
N -1.5062 1.3569 -0.3185
O -2.5996 -1.3406 0.0322
O -1.4101 1.6773 -1.4877
O -0.7463 -2.6248 0.0482
O -2.0847 1.9619 0.5513
O 0.0751 -0.0380 1.3984
H 2.8221 0.5756 -0.2899
H 1.8156 0.7378 2.2015
H 0.4685 0.4013 -1.6601
H 0.9944 -1.2327 -1.2252



16
Properties=species:S:1:pos:R:3 method="wB97M-V/def2-TZVPD" total_energy_ev=-22770.9559 homo_energy_ev=-23.3 total_charge=+3 gap_ev=7.79 e_above_lowest_kj_mol=0.00
O 2.0991 -3.0528 -0.0182
C 1.4561 -2.1297 0.0744
Sn 0.0215 -0.0258 -0.0908
C -1.4487 2.1205 -0.1095
O -2.0661 3.0516 -0.3419
C 0.1496 0.0848 -2.4203
O -0.3046 1.0005 -3.0578
C -2.0797 -1.4383 -0.4411
O -2.9780 -2.0771 -0.7608
C 2.1210 1.4478 -0.0816
O 3.0623 2.0740 -0.2529
H 0.7177 -0.9127 -2.5775
N -0.1744 -0.0232 2.4375
H 0.8098 0.0322 2.6916
H -0.6249 -0.9320 2.5776
H -0.7376 0.7940 2.5919



11
Properties=species:S:1:pos:R:3 method="wB97M-V/def2-TZVPD" total_energy_ev=-9340.5082 homo_energy_ev=-8.8 gap_ev=7.94 e_above_lowest_kj_mol=354.47
O 0.1300 -1.7332 1.6574
C 0.0950 -0.8272 0.8673
C 1.1481 0.2278 0.5641
C 0.6126 1.2506 -0.3955
C -0.6312 0.6332 -0.9546
C -1.1034 -0.5042 -0.0620
O -2.1777 -1.0415 -0.0192
H 1.5926 0.6774 1.4606
H 2.0066 -0.2280 0.0399
H -0.2636 0.2011 -1.9061
H -1.4089 1.3439 -1.2519



11
Properties=species:S:1:pos:R:3 method="wB97M-V/def2-TZVPD" total_energy_ev=-9341.4195 homo_energy_ev=-9.6 gap_ev=8.52 e_above_lowest_kj_mol=266.55
C -1.2148 -0.2876 0.2849
C -0.8069 -1.1401 -0.7610
C 0.3383 0.3081 0.7135
C 0.6898 1.4989 0.1950
C 0.5594 -1.0556 -0.6790
O -2.1717 -0.0744 0.9582
O 1.6269 -1.3815 -1.0557
H -1.4059 -1.8714 -1.2832
H 0.6382 0.0565 1.7265
H 1.2770 2.2253 0.7439
H 0.4696 1.7219 -0.8430



11
Properties=species:S:1:pos:R:3 method="wB97M-V/def2-TZVPD" total_energy_ev=-9339.8703 homo_energy_ev=-9.7 smiles="O=c1c#ccco1.[H][H]" gap_ev=9.05 e_above_lowest_kj_mol=416.03
O -1.7455 1.4035 -0.0274
C -0.7761 0.7108 0.0314
C 0.0724 0.0486 -0.9115
C 1.0333 -0.6551 -0.6225
C 1.5802 -0.9938 0.6368
C 0.8146 -0.3749 1.5784
O -0.2507 0.4028 1.3376
H 2.4301 -1.6189 0.8718
H 0.9990 -0.4570 2.6446
H -2.1552 0.8674 -2.4196
H -2.0020 0.6666 -3.1196



11
Properties=species:S:1:pos:R:3 method="wB97M-V/def2-TZVPD" total_energy_ev=-9340.3679 homo_energy_ev=-8.9 smiles="O=C1CC=C=C1O" gap_ev=7.32 e_above_lowest_kj_mol=368.02
O 0.0023 -2.1334 0.8586
C 0.0325 -1.0112 0.4317
C 1.2062 -0.0272 0.4287
C 0.5667 1.2148 -0.1546
C -0.7233 1.0672 -0.5892
C -1.0693 -0.2546 -0.2540
O -2.2504 -0.6333 -0.5806
H 1.6047 0.1116 1.4409
H 2.0268 -0.4237 -0.1792
H 1.1130 2.1584 -0.1676
H -2.3468 0.4083 -1.0295



11
Properties=species:S:1:pos:R:3 method="wB97M-V/def2-TZVPD" total_energy_ev=-9340.4568 homo_energy_ev=-9.2 smiles="C=C=C=O.C=C=O" gap_ev=8.65 e_above_lowest_kj_mol=359.44
C 0.5075 1.7804 -0.0675
C 1.5357 1.0659 -0.5005
C 1.8917 -0.1567 -0.4324
O 2.4118 -1.1771 -0.7327
H -0.2328 1.4483 0.6291
H 0.6070 2.7565 -0.3130
C -1.4159 -1.3223 -0.1863
C -1.3303 -0.7183 0.9139
O -1.0769 -0.2055 1.9272
H -2.2088 -1.4046 -0.9380
H -0.6889 -2.0665 -0.2999



14
Properties=species:S:1:pos:R:3 method="wB97M-V/def2-TZVPD" total_energy_ev=-29968.5361 homo_energy_ev="-14.3 / -14.3" total_charge=+2 gap_ev="4.24 / 4.41" s_squared=8.755 spin_multiplicity=6
C 0.5276 1.0232 -1.7094
C 0.7893 1.7326 -2.6678
H 0.9715 2.3448 -3.5364
H 2.4154 -0.0536 -1.0685
O 0.2368 0.3442 -0.3135
C 0.9867 -0.7115 0.0282
O 0.4568 -1.6811 0.5589
O 2.2047 -0.7367 -0.3861
Pm 0.9301 -4.2505 1.3593
C -2.3547 0.6145 1.5898
C -1.3388 1.3205 1.4942
O -2.9348 -0.5336 1.3976
H -0.5729 1.8491 2.0401
H -2.3176 -1.2618 1.2134